1.
Density functional theory data (ωB97M-V with the def2-TZVPD basis set) for C4H4O3 in the gas phase.

The geometry in XYZ format:
```
11
Properties=species:S:1:pos:R:3:forces:R:3:lowdin_charge:R:1
O -2.06956 0.95459 0.54642 0.5 0.1 -0.3 0.087
C -0.96468 1.14071 0.09865 -0.4 0.0 0.2 -0.143
C -0.01363 -0.00426 -0.16086 0.0 0.2 0.0 -0.353
C 1.34781 0.31623 -0.69492 0.1 0.3 0.0 -0.164
O 1.77743 1.44245 -0.76409 -0.2 -0.5 0.1 0.076
C -0.26568 -1.22125 0.63727 0.1 -0.2 0.3 -0.061
O -0.57270 -1.18627 -0.73108 -0.1 0.0 -0.1 0.026
H -0.57185 2.15101 -0.10770 0.0 -0.1 0.0 0.136
H 1.91877 -0.56234 -1.05905 -0.1 0.1 0.1 0.143
H 0.55372 -1.86570 0.95144 0.0 0.1 -0.2 0.128
H -1.13962 -1.16518 1.28393 0.2 0.0 0.0 0.126
```
Forces are in eV/Å.

Summary:
SMILES string ... O=CC1(C=O)CO1

***

2.
Density functional theory data (ωB97M-V with the def2-TZVPD basis set) for C4H9NOS in the gas phase in a non-equilibrium geometry.

The geometry in XYZ format:
```
16
Properties=species:S:1:pos:R:3:forces:R:3:lowdin_charge:R:1
C 2.35203 -0.77973 0.99897 1.2 1.3 -1.4 -0.108
C 1.42928 -0.19741 -0.03960 -1.7 -0.4 1.5 -0.159
C 0.10416 -0.43243 0.00769 1.4 1.2 -2.9 -0.082
C -0.64041 0.18663 -1.19707 -0.3 2.0 2.3 -0.268
O -2.03879 -0.06233 -1.16832 -0.6 0.2 -1.0 -0.582
S -3.15175 0.27909 -0.03899 -0.2 -1.1 0.3 0.833
N -3.41888 -1.35715 0.47977 0.0 -0.3 -0.8 -0.318
H 2.24098 -1.72444 1.45572 -0.9 -1.4 -0.2 0.061
H 2.48155 -0.13780 1.83303 0.0 1.1 0.8 0.059
H 3.30925 -0.76692 0.50868 0.9 -0.3 0.1 0.060
H 1.81662 0.55960 -0.77018 -0.2 -0.9 0.8 0.122
H -0.39618 -1.14133 0.63746 -0.1 -0.1 0.3 0.098
H -0.38181 1.33685 -1.27362 -0.7 -2.0 0.2 0.148
H -0.42134 -0.23944 -2.14184 0.8 -0.6 -0.7 0.101
H -4.01075 -1.98133 -0.09485 0.4 1.1 -0.3 0.039
H -3.86371 -1.39282 1.36640 0.1 0.3 1.2 -0.005
```
Forces are in eV/Å.

Summary:
SMILES string ... C/C=C/COSN

***

3.
Density functional theory data (ωB97M-V with the def2-TZVPD basis set) for a molecular structure, C8H10NO3P in a non-equilibrium geometry.

The geometry in XYZ format:
```
23
Properties=species:S:1:pos:R:3:forces:R:3:lowdin_charge:R:1
C 2.00946 -0.37511 -0.19747 5.4 4.2 0.8 -0.125
C 1.71773 1.80144 0.64947 1.6 1.9 1.6 -0.151
C 0.73235 -0.56001 -0.17537 -2.8 -1.3 -0.5 -0.095
C 0.38897 1.59595 0.78920 -1.3 0.1 0.6 -0.114
C 2.66188 0.84859 0.27177 -2.8 -0.1 -1.4 -0.340
C -0.17953 0.38931 0.39468 -3.1 -2.5 0.0 -0.385
C 4.04485 1.27883 -0.04511 1.1 -3.1 0.5 -0.133
C -2.11729 -0.97679 -0.06266 3.8 0.2 0.0 -0.203
N -1.48983 0.14255 0.61260 0.1 0.5 -0.1 -0.043
O -5.28536 -0.56026 -1.27551 -0.4 1.4 -0.7 -0.372
O -4.96745 -1.81154 0.92574 -0.1 0.1 0.7 -0.382
O -4.08625 -2.79314 -1.24358 0.4 -0.5 -0.4 -0.387
P -4.65973 -1.64091 -0.51193 -2.0 -2.1 0.0 0.080
H 2.69022 -0.94500 -0.74161 0.8 -1.8 -0.8 0.071
H 2.08247 2.79843 1.02730 -0.1 -0.8 -0.5 0.098
H 0.52048 -1.49503 -0.65935 -1.3 -0.3 0.1 0.090
H -0.35526 2.21637 1.29710 0.6 0.5 -0.3 0.092
H 4.39548 1.05100 -1.09783 -0.3 -0.1 1.0 0.069
H 4.20428 2.31428 0.09673 0.1 1.1 0.5 0.029
H 4.61851 0.65121 0.73890 0.4 1.2 -1.5 0.081
H -3.17263 -1.01396 -0.12111 -0.5 1.9 0.4 -0.066
H -1.72064 -0.94697 -1.09768 -0.5 -0.8 0.2 0.094
H -2.03272 -1.96925 0.42572 0.7 0.1 -0.3 0.091
```
Forces are in eV/Å.

Summary:
Charge ... -2

***

Calculated E in order - -380.4650, -685.8911, -932.6699 Ha
Calculated energy relative to the best compared isomer or geometry (same formula, charge and spin) in order - 51.4, 80.2, 29.4 kcal/mol